(1)
DFT (ωB97M-V with the def2-TZVPD basis set) results for a molecular structure, C8H10Cl2CuN2 in a non-equilibrium geometry.

Geometry (Å):
Cu -25.821 2.045 11.365
Cl -26.204 1.678 9.106
Cl -24.158 0.688 12.303
N -26.257 4.895 11.414
C -25.757 4.705 12.674
C -24.496 4.175 12.565
C -24.244 3.931 11.172
C -25.357 4.388 10.507
H -27.081 5.412 11.167
H -26.218 5.056 13.581
H -23.817 4.033 13.388
H -23.307 3.624 10.743
H -25.479 4.549 9.450
N -27.866 0.059 11.907
C -27.290 0.179 13.147
C -27.348 1.482 13.515
C -28.002 2.203 12.450
C -28.304 1.271 11.475
H -27.958 -0.813 11.415
H -26.947 -0.696 13.668
H -27.078 1.888 14.474
H -28.331 3.222 12.542
H -28.878 1.404 10.576

Results
**ΔE to the lowest compared entry with this formula, charge and spin**: 0.0 kcal per mole
**Total charge**: 0
**Spin multiplicity**: 2
**HOMO-LUMO gap (alpha / beta)**: 9.283 / 6.439 eV

(2)
DFT (ωB97M-V with the def2-TZVPD basis set) results for a gas-phase ion, C8H10Cl2N (charge +1) in a non-equilibrium geometry.

Geometry (Å):
C -2.815 -0.816 -0.531
C -2.247 -0.007 -1.517
C -2.130 -1.192 0.615
C -0.916 0.517 -1.336
C -0.810 -0.570 0.864
C -0.327 0.281 -0.108
C 1.050 0.851 0.000
C 2.305 -0.484 -0.378
N 1.410 1.220 1.397
Cl 3.833 0.406 -0.578
Cl 2.397 -1.657 0.931
H -3.716 -1.264 -0.813
H -2.675 0.324 -2.405
H -2.599 -1.909 1.274
H -0.452 1.272 -1.914
H -0.176 -1.116 1.543
H 1.172 1.532 -0.778
H 2.123 -1.081 -1.248
H 2.244 1.755 1.321
H 1.528 0.134 1.646
H 0.802 1.804 2.016

Results
**ΔE to the lowest compared entry with this formula, charge and spin**: 40.1 kcal per mole
**Total charge**: +1
**Spin multiplicity**: 3
**HOMO-LUMO gap (alpha / beta)**: 5.906 / 6.740 eV

(3)
DFT (ωB97M-V with the def2-TZVPD basis set) results for C8H10ClNOSi in the gas phase in a non-equilibrium geometry.

Geometry (Å):
Cl 0.235 -2.762 -2.214
Si -0.994 -2.503 -0.490
N -0.564 -1.080 0.357
C -0.681 -0.859 1.793
C 0.706 -0.209 2.270
O 0.891 1.035 1.703
C 0.647 1.008 0.313
C 1.104 2.213 -0.196
C 0.799 2.581 -1.464
C 0.004 1.704 -2.240
C -0.394 0.491 -1.706
C -0.099 0.147 -0.346
H -2.366 -2.688 -1.116
H -0.943 -3.630 0.417
H -0.700 -1.822 2.416
H -1.547 -0.350 2.268
H 0.675 -0.238 3.370
H 1.496 -0.848 1.854
H 1.788 2.742 0.508
H 1.203 3.397 -1.964
H -0.245 1.925 -3.252
H -1.013 -0.256 -2.283

Results
**ΔE to the lowest compared entry with this formula, charge and spin**: 0.0 kcal per mole
**Total charge**: 0
**HOMO-LUMO gap**: 9.419 eV

(4)
DFT (ωB97M-V with the def2-TZVPD basis set) results for 2 unconnected molecules or ions with the total composition C8H10ClOP in a non-equilibrium geometry.

Geometry (Å):
Cl -1.891 1.547 0.543
P -2.364 0.142 -0.850
C -1.398 -1.261 -0.123
C -1.412 -1.511 1.207
C -0.449 -2.408 1.701
C 0.521 -2.909 0.865
C 0.435 -2.699 -0.494
C -0.564 -1.906 -0.966
H -1.673 0.310 -1.773
H -2.010 -0.862 1.779
H -0.229 -2.316 2.849
H 1.553 -3.165 1.183
H 1.355 -3.042 -1.126
H -0.573 -1.815 -2.025
C 1.432 3.668 0.071
C 1.025 2.462 -0.846
O 0.444 2.583 -1.868
H 0.447 3.948 0.606
H 1.587 4.469 -0.669
H 2.238 3.301 0.577
H 1.525 1.463 -0.639

Results
**ΔE to the lowest compared entry with this formula, charge and spin**: 99.7 kcal per mole
**Total charge**: 0
**HOMO-LUMO gap**: 9.368 eV

(5)
DFT (ωB97M-V with the def2-TZVPD basis set) results for a molecular structure, C8H10F6N2O4PtS2Se.

Geometry (Å):
Pt 0.251 -0.537 -0.544
F 0.740 0.599 4.071
C 1.959 0.107 4.287
F 2.802 1.111 4.501
F 1.928 -0.678 5.355
S 2.528 -0.834 2.806
O 2.365 0.049 1.690
O 3.786 -1.394 3.153
N 1.403 -2.013 2.782
S 0.295 -1.995 1.743
O -0.482 -0.743 1.561
O 0.623 -2.506 0.383
C -0.884 -3.229 2.437
F -1.332 -2.796 3.607
F -1.897 -3.347 1.591
F -0.281 -4.394 2.583
C -1.977 2.946 -1.628
C -1.081 1.801 -2.118
C 0.104 2.396 -2.907
C -1.896 0.846 -3.006
C -0.532 1.078 -0.939
H -2.380 3.496 -2.479
H -1.418 3.649 -1.007
H -2.818 2.566 -1.045
H -0.310 3.003 -3.713
H 0.738 1.635 -3.356
H 0.722 3.039 -2.280
H -2.310 1.424 -3.835
H -2.725 0.406 -2.451
H -1.283 0.042 -3.404
H -0.716 1.601 0.014
Se 1.309 -0.830 -2.654
C 1.362 -2.675 -2.586
N 1.405 -3.825 -2.611

Results
**ΔE to the lowest compared entry with this formula, charge and spin**: 22.9 kcal per mole
**Total charge**: 0
**HOMO-LUMO gap**: 7.233 eV

(6)
DFT (ωB97M-V with the def2-TZVPD basis set) results for a molecular structure, C8H10F6NO9S in a non-equilibrium geometry.

Geometry (Å):
O -3.370 0.734 -2.197
S -2.772 1.141 -0.977
O -3.274 2.242 -0.250
O -1.192 1.248 -1.126
C -0.516 0.328 -0.231
C -0.132 -0.861 -1.083
C 0.804 -0.452 -2.228
O 1.903 -1.330 -2.406
C 2.816 -1.370 -1.359
C 3.529 -0.058 -1.085
F 3.807 0.621 -2.221
F 4.696 -0.307 -0.447
F 2.812 0.764 -0.283
C -1.587 0.110 0.817
C -1.367 -0.821 1.966
O -0.957 -2.143 1.541
C 0.109 -2.638 2.184
F -0.046 -2.669 3.529
F 0.329 -3.886 1.756
F 1.237 -1.919 1.946
O -2.776 -0.130 0.054
H 0.316 0.803 0.276
H 0.273 -1.656 -0.474
H -1.054 -1.244 -1.507
H 1.113 0.583 -2.100
H 0.255 -0.490 -3.157
H 3.589 -2.071 -1.649
H 2.396 -1.732 -0.424
H -1.729 1.088 1.295
H -2.298 -0.912 2.508
H -0.625 -0.370 2.612
N -1.575 4.357 1.179
O -1.201 4.719 0.046
O -2.637 4.789 1.663
O -0.878 3.532 1.831

Results
**Total charge**: -1
**HOMO-LUMO gap**: 6.821 eV

no.,energy (eV)
1,-81123.1869
2,-34980.7531
3,-32396.2444
4,-32314.1494
5,-126193.4173
6,-55514.0966